C5H9NO | ωB97M-V/def2-TZVPD

Geometry as XYZ:
```
16
Properties=species:S:1:pos:R:3:nbo_charge:R:1
C 0.458 1.689 -0.615 -0.618
C 0.277 0.187 -0.663 -0.269
C 1.165 -0.770 0.167 -0.403
C -0.083 -1.629 0.485 -0.462
C -0.960 -0.457 0.004 0.357
N -2.293 -0.321 -0.260 -0.341
O -1.671 0.117 1.209 -0.498
H 1.385 2.002 -1.108 0.222
H 0.498 2.042 0.423 0.198
H -0.380 2.180 -1.125 0.224
H 0.250 -0.157 -1.710 0.222
H 1.982 -1.272 -0.358 0.211
H 1.570 -0.269 1.054 0.203
H -0.248 -1.925 1.524 0.228
H -0.192 -2.498 -0.169 0.222
H -1.757 1.081 1.141 0.505
```

DFT total energy = -8863.6287 eV
ΔE to the lowest compared entry with this formula, charge and spin = 538.8 kJ/mol
Gap between HOMO and LUMO = 8.62 eV

=====

C3H2Br2Cl2 | ωB97M-V/def2-TZVPD

Geometry as XYZ:
```
9
Properties=species:S:1:pos:R:3:nbo_charge:R:1
C -0.209 -0.156 0.538 -0.277
C -1.396 -0.204 -0.018 -0.040
C 1.172 0.294 -0.281 -0.337
Cl -2.847 -0.922 0.830 -0.008
Cl -1.836 0.186 -1.646 0.044
Br 2.543 -1.092 -0.275 0.075
Br 2.004 1.873 0.477 0.062
H -0.286 -0.553 1.603 0.264
H 0.856 0.575 -1.227 0.218
```

DFT total energy = -168271.8228 eV
ΔE to the lowest compared entry with this formula, charge and spin = 0.0 kJ/mol
Gap between HOMO and LUMO = 10.41 eV

=====

C5H9NO | ωB97M-V/def2-TZVPD

Geometry as XYZ:
```
16
Properties=species:S:1:pos:R:3:nbo_charge:R:1
C -0.085 1.354 1.608 -0.634
C 1.002 0.621 0.859 -0.066
N 1.005 -0.838 0.724 -0.584
C 0.835 -0.014 -0.471 -0.118
C -0.468 -0.129 -1.209 0.037
C -0.895 -1.465 -1.632 -0.110
O -1.522 -0.804 -0.536 -0.500
H 0.079 2.435 1.538 0.216
H -0.055 1.089 2.671 0.216
H -1.086 1.130 1.227 0.220
H 2.002 1.002 1.069 0.193
H 0.076 -1.186 0.971 0.358
H 1.693 -0.009 -1.145 0.202
H -0.793 0.729 -1.800 0.194
H -1.517 -1.599 -2.516 0.186
H -0.270 -2.316 -1.359 0.189
```

DFT total energy = -8866.2848 eV
ΔE to the lowest compared entry with this formula, charge and spin = 282.5 kJ/mol
Gap between HOMO and LUMO = 10.39 eV
SMILES = C[C@H]1N[C@H]1[C@H]1CO1